Record 1
{"formula": "C21H16ClN3O2S2", "method": "wB97M-V/def2-TZVPD", "total_charge": 0, "lumo_ev": -0.067, "smiles": "COc1ccc(-c2nnc(SCC(=O)c3cccs3)n2-c2ccc(Cl)cc2)cc1", "e_above_lowest_kcal_mol": 0.0, "species": ["C", "H", "O", "C", "C", "C", "C", "C", "C", "H", "H", "C", "N", "N", "C", "N", "C", "C", "C", "C", "C", "C", "H", "H", "Cl", "H", "H", "S", "C", "C", "O", "C", "C", "C", "C", "S", "H", "H", "H", "H", "H", "H", "H", "H", "H"], "coordinates": [[-5.52039, -4.17441, -0.21972], [-6.47172, -4.38958, -0.70366], [-5.10095, -2.93564, -0.74021], [-3.92123, -2.41452, -0.31320], [-3.07812, -3.00487, 0.62479], [-1.90372, -2.37584, 0.98816], [-1.54464, -1.14873, 0.43578], [-2.38120, -0.57028, -0.51984], [-3.55239, -1.19435, -0.88485], [-4.20542, -0.75765, -1.62363], [-2.10794, 0.35870, -0.99640], [-0.29419, -0.54642, 0.85201], [0.74661, -1.22090, 1.26922], [1.73129, -0.36543, 1.56240], [1.29085, 0.83702, 1.31475], [0.00336, 0.79954, 0.85664], [-0.77654, 1.91172, 0.49455], [-1.98760, 2.15272, 1.13268], [-2.74341, 3.25198, 0.77335], [-2.27806, 4.10645, -0.21511], [-1.06777, 3.87322, -0.85074], [-0.31375, 2.77113, -0.49593], [0.62800, 2.56710, -0.98309], [-0.72070, 4.54655, -1.61805], [-3.22289, 5.48157, -0.66061], [-3.68591, 3.44844, 1.25892], [-2.33490, 1.47700, 1.89955], [2.18413, 2.31037, 1.55446], [3.80427, 1.58979, 1.16208], [3.79348, 1.05843, -0.25990], [2.90375, 1.31196, -1.04206], [4.92684, 0.22277, -0.61469], [5.13502, -0.37837, -1.83404], [6.31836, -1.12942, -1.87910], [7.00091, -1.09483, -0.69914], [6.21264, -0.15113, 0.48885], [7.92873, -1.57597, -0.45870], [6.65253, -1.67362, -2.74374], [4.44468, -0.27013, -2.65083], [4.00732, 0.79094, 1.87494], [4.54491, 2.38285, 1.26833], [-1.24241, -2.82932, 1.70947], [-3.32559, -3.95223, 1.07674], [-4.80715, -4.97088, -0.45417], [-5.66908, -4.12572, 0.86372]], "forces_ev_per_angstrom": [[-0.065, -0.204, 0.091], [0.068, -0.029, 0.064], [0.137, 0.285, -0.093], [0.154, 0.167, -0.015], [-0.309, -0.201, -0.114], [0.092, 0.331, -0.069], [-0.418, -0.255, -0.044], [0.038, -0.171, 0.046], [-0.208, -0.175, -0.005], [-0.078, 0.049, -0.098], [-0.016, 0.040, -0.048], [0.411, 0.123, 0.063], [-0.912, -0.841, -0.350], [0.662, 0.872, 0.262], [0.031, 0.021, 0.161], [0.608, -0.717, 0.245], [-0.440, 0.641, -0.150], [0.267, -0.002, -0.059], [-0.026, 0.075, -0.075], [0.130, -0.195, 0.057], [-0.136, 0.079, 0.052], [-0.102, -0.210, 0.073], [0.100, -0.051, -0.018], [0.007, 0.076, -0.067], [-0.114, 0.169, -0.055], [-0.088, 0.041, 0.023], [-0.015, -0.062, 0.069], [0.424, 0.251, 0.229], [-0.787, 0.256, 0.170], [-0.169, 0.155, 0.070], [0.192, -0.064, -0.092], [0.612, -0.490, -0.343], [-0.215, 0.304, 0.393], [0.203, -0.091, 0.074], [-0.117, 0.203, 0.270], [-0.157, -0.134, -0.537], [0.184, -0.113, 0.018], [0.081, -0.105, -0.122], [-0.153, 0.047, -0.106], [0.100, 0.033, -0.072], [0.028, 0.001, 0.016], [0.046, -0.054, 0.081], [-0.050, -0.083, 0.024], [-0.020, 0.033, 0.022], [0.021, -0.006, -0.041]]}


Record 2
{"formula": "C2H4ILiNOSe2Te2", "method": "wB97M-V/def2-TZVPD", "total_charge": -1, "lumo_ev": 2.060, "species": ["Li", "Se", "Te", "Te", "Se", "N", "C", "O", "C", "I", "H", "H", "H", "H"], "coordinates": [[1.53896, 0.58097, -1.20125], [3.29238, 1.50269, -2.59482], [1.11353, 2.50682, -3.38119], [-0.04570, 2.98098, -0.95808], [-1.91185, 1.32738, -0.72223], [-0.84401, -1.97091, 0.10103], [0.03862, -1.03966, 0.50788], [1.05232, -0.77640, -0.13257], [-0.24943, -0.26974, 1.76664], [-1.11881, -1.38633, 3.36406], [-0.80085, -2.18372, -0.88350], [-1.76591, -1.94665, 0.50840], [-0.96962, 0.50564, 1.49032], [0.67036, 0.16893, 2.13530]], "forces_ev_per_angstrom": [[0.136, 0.259, -0.139], [0.031, -0.030, -0.123], [0.069, -0.003, 0.007], [-0.132, 0.038, 0.097], [-0.133, 0.144, -0.241], [0.091, 0.058, 0.025], [-0.243, 0.007, 0.028], [-0.039, -0.323, 0.146], [0.148, -0.056, 0.192], [-0.003, -0.031, 0.003], [0.007, -0.032, 0.003], [0.049, -0.003, 0.006], [0.012, 0.000, -0.014], [0.008, -0.028, 0.012]]}


Record 3
{"formula": "C13H24N5O5PdS2", "method": "wB97M-V/def2-TZVPD", "s2": 6.022, "total_charge": 3, "lumo_ev": [-10.159, -14.718], "multiplicity": 5, "e_above_lowest_kcal_mol": 92.2, "species": ["Pd", "C", "O", "C", "O", "N", "N", "H", "H", "H", "H", "H", "H", "O", "C", "O", "S", "C", "C", "C", "C", "H", "H", "H", "H", "H", "H", "H", "H", "C", "C", "S", "O", "C", "C", "H", "H", "H", "H", "H", "H", "H", "H", "H", "H", "N", "C", "N", "C", "N"], "coordinates": [[8.35033, 11.29432, 8.05976], [12.12564, 8.19771, 9.70998], [11.64732, 8.65988, 10.99723], [10.65402, 9.58411, 11.08367], [10.48502, 10.34803, 12.03340], [9.89403, 9.61592, 9.96712], [8.82746, 10.60475, 9.97754], [13.02695, 7.76181, 9.99372], [12.26746, 9.05215, 9.03172], [11.46196, 7.39461, 9.30976], [10.21846, 9.33956, 9.06342], [9.28146, 11.37349, 10.53949], [8.04887, 10.19531, 10.61619], [5.30455, 10.13788, 9.71351], [5.50221, 10.44012, 8.61528], [8.90256, 9.37281, 7.42874], [8.83134, 8.90293, 5.95596], [9.66373, 7.24415, 5.93422], [10.71421, 7.23567, 4.83370], [10.96028, 8.63508, 4.19933], [10.39359, 9.63844, 5.22136], [8.86581, 6.56308, 5.70537], [10.05154, 7.17059, 6.96918], [10.39002, 6.61066, 4.01581], [11.63693, 6.78672, 5.15630], [10.31697, 8.79517, 3.27488], [12.01480, 8.81904, 3.94540], [10.01775, 10.52311, 4.74242], [10.97832, 9.67262, 6.13453], [7.99846, 16.37368, 10.87346], [7.67328, 15.67563, 9.52200], [8.85335, 14.31726, 9.33543], [7.83869, 13.08732, 8.91701], [9.72971, 14.56916, 7.76378], [10.73303, 13.50274, 7.48332], [7.61002, 17.38098, 10.94694], [9.06338, 16.40278, 11.13070], [7.52339, 15.79066, 11.65448], [7.78551, 16.36060, 8.68018], [6.65050, 15.21330, 9.47540], [10.26733, 15.51689, 7.86600], [8.89405, 14.55627, 7.02698], [11.38034, 13.29653, 8.30729], [11.28972, 13.67334, 6.60641], [10.17770, 12.54686, 7.29611], [5.61660, 10.82309, 7.43864], [6.69340, 11.37821, 6.81384], [6.65524, 11.99179, 5.67219], [7.69743, 12.55188, 5.11189], [8.52072, 13.15165, 4.48617]], "forces_ev_per_angstrom": [[1.138, -0.323, -0.346], [-1.941, 0.223, 0.348], [-0.894, 1.178, 0.343], [2.248, 0.352, 2.040], [-0.062, -1.643, -1.945], [-2.321, 0.847, -0.774], [0.659, -1.093, 2.616], [1.708, -0.703, -0.069], [0.127, -0.339, 0.050], [0.319, 0.653, 0.134], [-0.005, -0.184, 0.000], [-0.843, -0.699, -0.117], [1.466, 0.957, -1.322], [0.304, 0.180, -1.545], [-0.382, 0.210, 0.712], [-0.227, -0.540, -0.669], [1.716, -1.057, -0.202], [-0.309, 0.268, 0.330], [0.142, 0.221, -1.184], [-2.063, 0.423, -0.013], [0.059, -0.123, -0.905], [-0.257, -0.661, 0.403], [-0.333, -0.242, -0.522], [-0.272, -0.397, -0.060], [0.352, -0.027, 0.553], [1.073, -0.523, 0.867], [-0.405, 0.139, 0.272], [0.509, 0.974, 0.234], [0.229, 0.702, 0.026], [-0.152, -0.802, 0.234], [-0.440, 0.876, 0.870], [-2.456, -1.663, -1.206], [1.805, 2.788, 1.452], [-0.079, 0.389, -0.587], [-1.521, -2.133, 0.674], [-0.140, 0.161, -0.376], [-0.064, 0.098, -0.375], [-0.070, -0.007, 0.275], [0.233, -0.234, -0.256], [0.992, 0.293, 0.139], [-0.560, 0.315, 0.022], [0.665, 0.560, 0.313], [0.696, 0.147, 0.545], [0.656, 0.581, -1.088], [0.472, 0.453, -0.082], [0.285, 0.011, -0.082], [-2.347, 0.435, -1.547], [-0.409, -1.641, 2.503], [3.206, 2.840, -3.140], [-2.506, -2.235, 2.456]]}